{"formula": "C40H92F6N5O11S2", "method": "wB97M-V/def2-TZVPD", "e_tot_ev": -110894.4392, "homo_ev": [-5.6305, -11.4391], "charge": 2, "homo_lumo_gap_ev": [1.94, 7.74], "multiplicity": 2, "molar_mass_da": 997.3, "species": ["C", "C", "C", "C", "N", "C", "C", "C", "C", "C", "H", "H", "H", "H", "H", "H", "H", "H", "H", "H", "H", "H", "H", "H", "H", "H", "H", "H", "H", "H", "C", "C", "C", "C", "N", "C", "C", "C", "C", "C", "H", "H", "H", "H", "H", "H", "H", "H", "H", "H", "H", "H", "H", "H", "H", "H", "H", "H", "H", "H", "C", "O", "C", "C", "N", "H", "H", "C", "C", "O", "C", "H", "H", "H", "H", "H", "H", "H", "H", "H", "H", "H", "H", "H", "H", "C", "O", "C", "C", "N", "H", "H", "C", "C", "O", "C", "H", "H", "H", "H", "H", "H", "H", "H", "H", "H", "H", "H", "H", "H", "C", "C", "N", "C", "C", "C", "C", "C", "O", "C", "H", "H", "H", "H", "H", "H", "H", "H", "H", "H", "H", "H", "H", "H", "H", "H", "H", "H", "H", "H", "C", "F", "F", "F", "S", "O", "O", "O", "C", "F", "F", "F", "S", "O", "O", "O"], "xyz": [[-9.178319, -4.523234, -13.106645], [-10.425052, -3.627771, -13.073849], [-11.231653, -3.588827, -11.771773], [-10.484646, -2.888719, -10.583028], [-11.158291, -3.092177, -9.133211], [-11.129830, -4.529314, -8.596646], [-10.932040, -4.521951, -7.111671], [-9.855508, -3.496363, -6.927519], [-10.151053, -2.472262, -8.041062], [-12.581230, -2.544713, -9.074446], [-8.615953, -4.539346, -12.173059], [-8.571924, -4.332374, -13.992059], [-9.535246, -5.552007, -13.154840], [-11.054103, -3.784660, -13.950078], [-10.059951, -2.600983, -13.096315], [-11.290400, -4.639017, -11.485837], [-12.273134, -3.361500, -11.999268], [-10.443166, -1.802170, -10.659177], [-9.463596, -3.241416, -10.437543], [-12.011629, -5.093222, -8.900855], [-10.281292, -4.977887, -9.113221], [-11.799785, -4.368300, -6.470177], [-10.443120, -5.466883, -6.874647], [-9.944072, -2.925079, -6.003454], [-8.867457, -3.883921, -7.175810], [-10.711771, -1.701522, -7.512235], [-9.202462, -2.184340, -8.494237], [-12.878658, -2.883516, -8.082046], [-13.123801, -3.143498, -9.805993], [-12.823109, -1.516259, -9.342561], [-6.664742, 0.289002, -16.650627], [-7.807691, -0.566286, -16.037660], [-9.000792, -0.694572, -17.003070], [-8.608880, -1.612197, -18.220158], [-9.682517, -1.877923, -19.358654], [-10.212105, -0.591596, -20.015001], [-11.454893, -0.196083, -19.069995], [-12.077783, -1.566532, -18.525862], [-10.927679, -2.599288, -18.768331], [-9.069744, -2.856927, -20.432714], [-7.164573, 1.143291, -17.107209], [-6.092239, -0.328369, -17.342853], [-5.995727, 0.669347, -15.878709], [-8.082818, -0.080403, -15.101535], [-7.503783, -1.562565, -15.716472], [-9.424430, 0.263159, -17.305389], [-9.830288, -1.095241, -16.420393], [-8.257951, -2.561803, -17.816178], [-7.804487, -1.062643, -18.709083], [-10.716274, -0.863220, -20.942434], [-9.420724, 0.154799, -20.083595], [-12.084383, 0.261839, -19.832972], [-11.278170, 0.545049, -18.290510], [-12.872052, -1.905037, -19.191182], [-12.236918, -1.495947, -17.449854], [-11.282124, -3.320554, -19.504696], [-10.734849, -3.058345, -17.798698], [-9.835763, -2.870623, -21.208036], [-8.821442, -3.759999, -19.875113], [-8.145966, -2.335118, -20.682628], [-16.087049, -2.612544, -13.536274], [-16.391839, -1.468797, -12.741340], [-16.199914, -1.573043, -11.284884], [-15.819933, -0.362482, -10.516102], [-16.295369, 0.958494, -11.278355], [-15.946381, 0.810936, -12.214586], [-17.288871, 0.951344, -11.460025], [-15.681703, 2.226076, -10.660319], [-16.345051, 3.510743, -11.296143], [-16.410859, 3.236056, -12.699476], [-16.727890, 4.311733, -13.411814], [-16.329368, -3.579040, -13.094383], [-15.016630, -2.531347, -13.725292], [-16.376212, -2.530845, -14.584039], [-15.339431, -2.242028, -11.273199], [-17.088216, -2.163996, -11.061725], [-14.735686, -0.283740, -10.436684], [-16.365433, -0.217930, -9.583559], [-14.621416, 2.265969, -10.909913], [-15.897801, 2.163775, -9.593769], [-15.646726, 4.281339, -10.969608], [-17.270181, 3.712618, -10.756257], [-16.017038, 5.126265, -13.550861], [-17.612207, 4.732801, -12.933517], [-16.916085, 3.903159, -14.404654], [-9.815454, 11.019180, -15.016826], [-10.699145, 10.388084, -16.025677], [-12.037028, 10.796421, -16.183891], [-13.024617, 10.510410, -15.027286], [-12.957282, 9.115017, -14.509307], [-12.035404, 8.881560, -14.169104], [-13.506069, 9.138520, -13.661740], [-13.366120, 8.033583, -15.435222], [-13.064331, 6.706000, -14.753778], [-11.776488, 6.474990, -14.225611], [-11.704897, 5.300193, -13.377484], [-9.202823, 10.207585, -14.624286], [-10.215974, 11.541939, -14.148258], [-9.121184, 11.580342, -15.642274], [-12.390982, 10.381367, -17.127583], [-12.097439, 11.862527, -16.402635], [-14.051720, 10.731714, -15.317403], [-12.654456, 10.971003, -14.111351], [-12.790560, 8.072301, -16.360063], [-14.452476, 8.036971, -15.524223], [-13.350983, 5.836604, -15.345458], [-13.791915, 6.735118, -13.942678], [-10.665850, 5.198244, -13.064311], [-12.309817, 4.446917, -13.684216], [-12.330907, 5.382785, -12.489005], [-9.056639, 5.485952, -8.209578], [-9.080741, 4.809092, -9.611919], [-8.048129, 3.595013, -9.696611], [-7.725622, 3.434862, -11.284207], [-6.692861, 3.762501, -8.991995], [-6.028492, 5.014654, -9.687455], [-8.740365, 2.309107, -9.112980], [-7.898804, 1.129324, -8.668178], [-6.940968, 0.687415, -9.601197], [-6.002463, -0.274989, -9.062125], [-8.132968, 5.976797, -7.902977], [-9.427707, 4.797697, -7.450176], [-9.680617, 6.376649, -8.283255], [-8.721870, 5.410678, -10.447021], [-10.048172, 4.359907, -9.836428], [-8.663253, 3.211831, -11.793315], [-7.000766, 2.622865, -11.226323], [-7.531877, 4.419168, -11.710474], [-6.057944, 2.878378, -8.934429], [-6.907703, 3.992053, -7.948317], [-5.152139, 5.247764, -9.082677], [-6.730714, 5.847647, -9.720804], [-5.618246, 4.928239, -10.693594], [-9.413609, 1.979977, -9.904512], [-9.434036, 2.582907, -8.318025], [-8.555061, 0.287410, -8.447700], [-7.398530, 1.318118, -7.718351], [-6.160347, -1.239684, -9.544371], [-6.042783, -0.386747, -7.978620], [-4.951837, 0.015303, -9.060759], [-12.578595, 1.354244, -7.207181], [-12.181208, 2.595812, -7.473770], [-12.191244, 0.666664, -8.262510], [-12.066013, 0.805328, -6.104361], [-14.553030, 1.417679, -6.919375], [-15.230985, 0.508228, -7.837617], [-14.714116, 1.000676, -5.477371], [-14.907213, 2.809864, -7.252286], [-11.160606, 0.916883, -13.406075], [-11.228148, 0.767701, -14.730816], [-10.035028, 0.304273, -12.970849], [-11.008267, 2.175282, -13.013205], [-12.712266, 0.202898, -12.606248], [-13.711946, 1.173044, -13.079760], [-12.958341, -1.112442, -13.205805], [-12.397251, 0.229395, -11.155774]], "atomic_forces_ev_per_a": [[-1.3, -0.9, 0.3], [1.1, 1.7, 0.6], [0.4, -2.0, 0.8], [-1.6, 0.0, 0.8], [1.8, 0.6, 0.1], [-0.9, -0.3, -1.5], [0.9, -0.9, 0.3], [-0.1, 1.3, -1.2], [-1.2, 0.4, 0.1], [0.2, -1.6, 0.0], [0.3, 0.6, -0.2], [0.2, 0.1, 0.3], [0.1, -0.3, -0.3], [-0.1, 0.0, 0.2], [0.0, 0.4, -0.8], [-0.1, -0.4, 0.4], [0.2, 1.0, 0.4], [-0.2, 0.1, -0.2], [-0.1, -0.3, -0.2], [-0.1, 0.3, -0.2], [0.1, -0.1, 0.2], [-0.1, 0.0, -0.3], [-0.7, -0.3, 0.3], [0.6, -0.5, 0.2], [0.0, -0.3, 0.8], [0.2, 0.6, -0.9], [-0.6, 0.5, -0.4], [-0.6, 0.7, 0.0], [-0.1, -0.2, 0.1], [1.0, 0.2, 0.4], [-0.7, -0.8, 0.6], [0.4, 0.6, -0.3], [-0.8, -0.8, 0.0], [-0.9, 1.4, -0.1], [0.1, -1.1, 0.8], [-1.4, -0.7, 2.8], [0.2, -0.7, -1.4], [2.5, 1.0, -1.3], [-0.5, 1.0, 0.1], [0.0, 2.2, 2.1], [0.4, 0.0, -0.4], [0.1, 0.5, -0.2], [0.0, -0.1, -0.1], [-0.6, 0.1, -0.1], [0.3, -0.1, -0.2], [0.6, 0.2, -0.3], [-0.1, -0.6, -0.1], [-0.2, -0.1, -0.4], [0.1, -0.4, -0.3], [0.8, 0.0, -0.2], [-0.1, -0.2, -0.2], [-0.6, 0.2, 0.6], [0.2, -0.3, -0.1], [-0.5, 0.4, 0.8], [-0.7, 0.0, -0.4], [0.4, -0.1, 0.2], [0.7, -0.3, -0.4], [0.5, -0.6, -0.1], [-0.3, -0.2, -0.6], [-0.1, -0.3, -0.7], [1.9, 0.7, 0.1], [-0.7, 1.7, 0.0], [0.0, -3.2, -3.0], [-1.6, 2.8, -0.9], [2.0, -1.3, 0.3], [0.7, 0.4, -0.7], [-0.6, 0.3, 0.7], [-1.7, 0.5, -0.8], [1.5, -2.5, 1.0], [1.6, -1.9, 3.5], [-1.8, 1.9, -2.2], [-0.3, 0.1, 0.0], [0.6, -0.6, 0.6], [-1.3, 0.3, 0.4], [0.1, -0.3, 0.8], [0.0, 0.4, 1.3], [-0.3, 0.4, 0.3], [0.7, -0.7, 0.2], [-0.1, -0.6, 0.2], [0.4, 0.1, 0.0], [0.0, 0.5, -0.7], [-0.6, 0.1, -0.7], [0.7, -0.1, 0.5], [-0.5, 0.6, -0.7], [-0.5, 0.5, -0.2], [0.4, -1.1, -1.5], [-0.2, -0.1, 1.4], [-0.3, 0.5, 0.0], [1.8, -0.4, -0.2], [-0.1, -0.1, -2.4], [1.2, 0.1, 0.2], [-1.2, -0.5, 1.5], [1.2, -1.3, 0.3], [-1.0, -0.8, 1.1], [0.3, -0.3, 0.1], [-1.3, 1.1, 0.4], [-0.2, -0.2, 0.1], [-0.6, 0.2, -0.5], [-0.2, 0.7, 0.5], [0.1, -0.5, 0.1], [0.0, 0.4, 0.4], [0.1, 0.2, 0.3], [-0.5, 1.2, -0.1], [-0.4, 0.6, -0.1], [0.1, 0.4, -0.5], [-0.1, 0.1, -0.6], [-0.1, -0.4, 0.6], [-0.2, -0.5, -0.4], [1.0, -0.6, -1.5], [0.3, 1.3, 0.8], [-0.3, 0.3, -1.2], [2.0, -0.7, 1.2], [-0.1, -1.6, -0.8], [-1.5, -0.2, 2.4], [-0.5, 2.6, -1.1], [0.5, -0.8, 1.1], [-0.4, 0.3, -1.6], [0.7, -0.2, 0.7], [1.0, 0.0, -0.2], [-0.2, 0.1, 0.6], [0.4, -0.7, -0.2], [0.0, 0.3, 0.1], [-0.7, -0.3, 0.1], [-0.5, 0.5, 0.4], [0.1, 0.1, 0.0], [-0.1, -0.8, 0.4], [0.1, 0.4, -1.0], [1.0, -0.3, 0.4], [-0.5, -0.2, -0.9], [-0.1, 0.3, -0.1], [-0.2, 0.5, 0.1], [0.2, 0.0, 0.3], [-0.3, -0.7, 0.0], [0.1, 0.0, -0.2], [0.4, 0.3, 0.3], [-0.6, 0.1, 0.0], [0.1, 0.4, 0.2], [0.1, 0.1, 0.0], [-1.1, -0.2, 0.2], [0.0, 0.5, -1.3], [-3.4, 0.3, 0.4], [0.8, 0.4, 0.9], [0.4, -1.3, -0.8], [0.9, 0.6, -0.4], [-1.8, 0.7, 2.9], [1.1, -0.6, -0.4], [1.0, 1.1, -3.5], [1.1, -1.3, 0.4], [-0.4, -1.2, 1.2], [0.3, 0.6, 0.1], [0.0, -0.5, -0.3], [-0.2, 0.6, -0.7], [-1.3, 0.3, -0.1], [0.9, -0.5, 1.0], [1.1, 0.6, 0.8], [-0.2, -0.2, -1.9]]}